Entry 1:
{"formula": "C7H12ClN2P", "method": "the ωB97M-V functional and the def2-TZVPD basis", "homo_lumo_gap_ha": [0.327, 0.235], "homo_energy_ev": [-9.0473, -8.4184], "energy_ev": -32239.6905, "species": ["C", "C", "C", "C", "C", "C", "C", "N", "N", "P", "Cl", "H", "H", "H", "H", "H", "H", "H", "H", "H", "H", "H", "H"], "coordinates": [[3.15, -1.33, -0.57], [2.09, -1.54, -1.25], [3.03, -1.23, 0.97], [-2.28, -0.69, 0.48], [-1.59, 1.78, 0.87], [-1.22, 0.60, -1.38], [-1.19, 0.38, 0.16], [2.37, -0.32, 1.51], [0.04, -0.03, 0.72], [1.29, 0.94, 0.92], [2.08, 1.55, -1.10], [4.07, -1.44, -1.03], [1.01, -1.49, -1.41], [3.52, -1.80, 1.68], [-3.25, -0.63, -0.05], [-1.78, -1.61, 0.32], [-2.46, -0.78, 1.47], [-1.02, 2.48, 0.40], [-1.52, 1.61, 1.88], [-2.70, 1.94, 0.58], [-2.26, 0.57, -1.78], [-0.57, 1.41, -1.58], [-0.83, -0.36, -1.81]], "lowdin_charge": [-0.2291, 0.0940, -0.2091, -0.0541, -0.0369, -0.0633, -0.6816, -0.1662, -0.1497, 0.6665, 0.0914, 0.0697, 0.0300, 0.0839, 0.0963, 0.0590, 0.0371, 0.0227, 0.0371, 0.1208, 0.0913, 0.0113, 0.0789]}

Entry 2:
{"formula": "C11H27FeN3O7", "method": "the ωB97M-V functional and the def2-TZVPD basis", "homo_lumo_gap_ha": [0.080, 0.079], "total_charge": -2, "homo_energy_ev": [1.7286, 1.7836], "multiplicity": 5, "energy_ev": -65029.4841, "species": ["Fe", "O", "H", "O", "H", "O", "C", "C", "O", "H", "H", "H", "H", "C", "O", "N", "C", "C", "H", "H", "H", "H", "H", "H", "H", "C", "O", "N", "C", "C", "H", "H", "H", "H", "H", "H", "H", "C", "O", "N", "C", "C", "H", "H", "H", "H", "H", "H", "H"], "coordinates": [[-29.79, 25.81, 0.08], [-29.13, 27.57, 0.62], [-29.11, 28.24, -0.06], [-31.36, 25.56, 1.17], [-32.03, 26.18, 1.45], [-28.42, 24.79, 1.22], [-27.41, 23.87, 1.14], [-26.33, 23.81, 2.26], [-25.71, 24.93, 2.62], [-26.89, 23.91, 0.15], [-27.88, 22.84, 1.17], [-25.63, 22.99, 1.89], [-26.81, 23.32, 3.16], [-27.53, 25.41, -2.38], [-28.27, 25.88, -1.55], [-27.86, 25.17, -3.67], [-26.84, 24.74, -4.60], [-29.08, 25.63, -4.30], [-26.50, 25.10, -2.14], [-26.67, 25.50, -5.37], [-27.09, 23.80, -5.10], [-25.89, 24.54, -4.11], [-29.36, 25.00, -5.14], [-29.85, 25.67, -3.54], [-28.91, 26.65, -4.69], [-31.96, 26.52, -2.29], [-31.04, 26.66, -1.50], [-32.99, 27.37, -2.45], [-34.08, 27.04, -3.32], [-33.19, 28.49, -1.56], [-31.97, 25.70, -3.03], [-33.75, 26.45, -4.17], [-34.52, 27.96, -3.71], [-34.89, 26.53, -2.78], [-34.09, 28.37, -0.95], [-32.35, 28.64, -0.89], [-33.29, 29.39, -2.17], [-30.50, 23.17, -1.90], [-30.46, 23.89, -0.92], [-29.52, 22.37, -2.34], [-29.64, 21.66, -3.59], [-28.24, 22.29, -1.65], [-31.42, 23.11, -2.52], [-30.69, 21.55, -3.85], [-29.15, 20.69, -3.45], [-29.09, 22.15, -4.40], [-27.49, 22.84, -2.21], [-28.38, 22.75, -0.67], [-27.94, 21.25, -1.48]], "lowdin_charge": [0.6363, -0.4375, -0.1223, -0.4270, -0.1059, -0.3042, -0.4486, -0.5963, -0.3730, 0.0637, 0.0661, 0.0404, 0.0559, -0.3149, 0.0338, -0.1885, -0.0948, -0.0424, 0.1408, 0.0791, 0.0706, 0.0843, 0.0790, 0.0548, 0.0930, -0.3093, 0.0013, -0.1900, -0.0804, -0.0413, 0.1291, 0.0791, 0.0775, 0.0870, 0.0893, 0.0993, 0.0820, -0.3308, 0.0090, -0.1836, -0.0794, -0.0365, 0.1257, 0.0729, 0.0784, 0.0667, 0.0712, 0.0515, 0.0885]}

Entry 3:
{"formula": "C33H32ClN3O4RbS5", "method": "the ωB97M-V functional and the def2-TZVPD basis", "homo_lumo_gap_ha": 0.251, "total_charge": -1, "homo_energy_ev": -4.9371, "energy_ev": -114759.0579, "species": ["Rb", "C", "C", "S", "C", "C", "S", "C", "C", "S", "H", "H", "H", "H", "H", "H", "H", "H", "H", "H", "H", "H", "Cl", "C", "C", "C", "C", "O", "C", "C", "O", "C", "H", "H", "H", "H", "O", "S", "O", "N", "C", "C", "C", "C", "C", "C", "C", "C", "N", "C", "C", "C", "C", "C", "C", "C", "H", "H", "H", "H", "H", "H", "H", "H", "H", "H", "H", "S", "C", "N", "C", "C", "C", "C", "H", "H", "H", "H", "H"], "coordinates": [[-0.02, 0.12, -0.20], [-1.97, 2.33, 2.94], [-0.92, 3.44, 2.92], [0.27, 3.34, 1.56], [1.84, 3.52, 2.44], [2.18, 2.47, 3.50], [2.03, 0.76, 2.91], [1.06, -0.02, 4.21], [-0.33, 0.57, 4.47], [-1.38, 0.63, 2.99], [-2.67, 2.52, 3.75], [-2.54, 2.36, 2.00], [-1.45, 4.39, 2.87], [-0.37, 3.45, 3.87], [2.57, 3.50, 1.64], [1.91, 4.51, 2.90], [3.20, 2.66, 3.83], [1.55, 2.58, 4.38], [0.97, -1.05, 3.89], [1.62, -0.03, 5.15], [-0.82, -0.04, 5.24], [-0.25, 1.57, 4.89], [-7.59, 2.10, -2.22], [-5.91, 1.98, -1.75], [-5.24, 3.13, -1.31], [-3.93, 3.07, -0.93], [-3.18, 1.83, -0.93], [-1.99, 1.81, -0.53], [-3.90, 0.68, -1.43], [-3.31, -0.63, -1.59], [-2.15, -0.98, -1.45], [-5.25, 0.79, -1.80], [-5.78, 4.07, -1.28], [-3.41, 3.95, -0.58], [-4.06, -1.40, -1.90], [-5.77, -0.10, -2.15], [2.06, 0.03, -1.95], [2.65, -1.27, -1.63], [4.09, -1.31, -1.58], [1.87, -1.81, -0.39], [2.15, -3.00, 0.22], [3.15, -3.89, -0.12], [3.31, -5.11, 0.56], [2.49, -5.47, 1.59], [1.45, -4.59, 1.98], [0.56, -4.91, 3.03], [-0.44, -4.03, 3.36], [-0.53, -2.83, 2.63], [0.29, -2.49, 1.67], [1.27, -3.36, 1.31], [2.17, -2.31, -3.01], [0.82, -2.61, -3.20], [0.44, -3.41, -4.26], [1.39, -3.92, -5.13], [2.73, -3.62, -4.94], [3.12, -2.82, -3.88], [3.85, -3.64, -0.91], [4.12, -5.77, 0.25], [2.61, -6.41, 2.12], [0.68, -5.84, 3.56], [-1.15, -4.24, 4.15], [-1.32, -2.12, 2.87], [0.08, -2.23, -2.51], [-0.61, -3.64, -4.40], [1.09, -4.55, -5.96], [3.48, -4.02, -5.62], [4.16, -2.58, -3.70], [2.82, 4.36, -0.91], [1.37, 4.01, -1.67], [1.15, 2.76, -2.18], [0.07, 2.39, -2.91], [-0.93, 3.28, -3.15], [-0.80, 4.57, -2.59], [0.31, 4.92, -1.87], [1.87, 2.05, -2.03], [0.08, 1.37, -3.24], [-1.80, 2.98, -3.70], [-1.60, 5.29, -2.72], [0.41, 5.90, -1.44]], "lowdin_charge": [0.8580, -0.5315, -0.5146, 0.8474, -0.5552, -0.5226, 0.8604, -0.5455, -0.5154, 0.8377, 0.0768, 0.0556, 0.0740, 0.0571, 0.0045, 0.0811, 0.0720, 0.0559, 0.0427, 0.0774, 0.0715, 0.0569, 0.5915, -0.6951, -0.1252, -0.0226, -0.4146, -0.2194, -0.1281, -0.2435, -0.1129, -0.0931, 0.0971, 0.1071, 0.1169, 0.1035, -0.4649, 0.5532, -0.3122, -0.2414, -0.2683, -0.0254, -0.0902, -0.0736, -0.1667, -0.0283, -0.0611, -0.1696, 0.1080, -0.1482, -0.2551, -0.0489, -0.0757, -0.0972, -0.0883, -0.0627, 0.0930, 0.0990, 0.0979, 0.1097, 0.0968, 0.0713, 0.1010, 0.1032, 0.0959, 0.0979, 0.1088, 0.5800, -0.8212, 0.0574, -0.0879, -0.0680, -0.0609, -0.1067, 0.0972, 0.1294, 0.1094, 0.1086, 0.0991]}

Entry 4:
{"formula": "CH5OS2", "method": "the ωB97M-V functional and the def2-TZVPD basis", "homo_lumo_gap_ha": 0.244, "total_charge": -1, "homo_energy_ev": -2.7293, "energy_ev": -24835.8948, "species": ["O", "H", "C", "S", "S", "H", "H", "H", "H"], "coordinates": [[-1.24, -1.34, 1.16], [-2.20, -1.27, 1.04], [0.52, -0.44, -0.84], [-0.60, 0.27, 0.46], [0.23, 2.39, 0.11], [1.10, 0.42, -1.24], [-0.05, -1.00, -1.57], [1.13, -1.16, -0.25], [1.11, 2.13, 1.13]], "lowdin_charge": [-0.6020, -0.0602, -0.4511, 0.4050, -0.0022, -0.0287, 0.0034, 0.0183, -0.2826]}

Entry 5:
{"formula": "C38H61CsFN3O6Si", "method": "the ωB97M-V functional and the def2-TZVPD basis", "homo_lumo_gap_ha": 0.192, "total_charge": -2, "homo_energy_ev": -1.6458, "energy_ev": -68297.5134, "species": ["Cs", "C", "O", "C", "C", "O", "C", "C", "O", "C", "H", "H", "H", "H", "H", "H", "H", "H", "H", "H", "H", "H", "H", "H", "C", "Si", "C", "C", "N", "C", "C", "C", "C", "C", "C", "F", "H", "H", "H", "H", "H", "H", "H", "H", "H", "H", "H", "H", "H", "C", "C", "C", "C", "N", "N", "H", "H", "H", "H", "H", "H", "H", "H", "H", "H", "H", "H", "O", "C", "O", "C", "C", "C", "C", "C", "C", "H", "H", "H", "H", "H", "C", "C", "C", "C", "C", "C", "C", "C", "C", "C", "C", "C", "O", "H", "H", "H", "H", "H", "H", "H", "H", "H", "H", "H", "H", "H", "H", "H", "H", "H"], "coordinates": [[1.24, 0.12, -0.28], [0.77, 2.62, -2.93], [0.56, 1.26, -3.25], [-0.82, 0.96, -3.36], [-0.96, -0.51, -3.64], [-0.47, -1.21, -2.52], [-0.67, -2.61, -2.57], [-1.85, -3.02, -1.69], [-1.71, -2.69, -0.33], [-0.56, -3.25, 0.28], [0.65, 3.25, -3.82], [1.79, 2.71, -2.55], [0.05, 2.95, -2.17], [-1.28, 1.54, -4.17], [-1.35, 1.24, -2.44], [-0.37, -0.80, -4.53], [-2.02, -0.75, -3.83], [0.26, -3.09, -2.24], [-0.86, -2.94, -3.59], [-2.00, -4.11, -1.79], [-2.76, -2.52, -2.03], [-0.54, -4.35, 0.13], [-0.63, -3.05, 1.34], [0.38, -2.85, -0.10], [2.23, -2.71, 5.48], [2.50, -2.14, 3.68], [1.88, -3.58, 2.65], [4.38, -2.02, 3.40], [1.70, -0.69, 3.25], [2.11, 0.49, 3.73], [2.96, 0.74, 4.84], [3.32, 2.00, 5.27], [2.85, 3.14, 4.63], [1.99, 2.97, 3.54], [1.66, 1.71, 3.13], [0.82, 1.57, 2.06], [2.81, -3.61, 5.71], [1.17, -2.96, 5.65], [2.50, -1.94, 6.20], [2.43, -4.48, 2.89], [1.98, -3.38, 1.58], [0.82, -3.77, 2.85], [4.82, -3.02, 3.23], [4.90, -1.57, 4.25], [4.60, -1.42, 2.52], [3.35, -0.12, 5.38], [3.98, 2.09, 6.12], [3.12, 4.13, 4.96], [1.58, 3.81, 2.99], [-1.46, -0.55, 5.27], [-2.16, -0.78, 3.94], [-2.22, -2.29, 3.65], [-3.58, -0.21, 3.98], [-1.37, -0.03, 2.95], [-1.78, -0.07, 1.60], [-1.96, -1.09, 6.08], [-1.46, 0.52, 5.51], [-0.42, -0.88, 5.21], [-2.78, -2.81, 4.43], [-1.21, -2.70, 3.63], [-2.71, -2.50, 2.70], [-4.16, -0.68, 4.77], [-4.09, -0.38, 3.03], [-3.55, 0.87, 4.15], [-0.39, -0.33, 3.00], [-2.48, 0.64, 1.43], [-2.13, -0.96, 1.28], [3.88, -0.57, -0.43], [3.53, -1.77, -0.48], [2.39, -2.20, -0.76], [4.60, -2.81, -0.15], [5.89, -2.41, 0.16], [6.86, -3.34, 0.49], [6.54, -4.70, 0.52], [5.25, -5.10, 0.20], [4.29, -4.16, -0.13], [6.10, -1.35, 0.16], [7.86, -3.02, 0.75], [7.29, -5.43, 0.78], [4.99, -6.16, 0.23], [3.27, -4.45, -0.37], [-4.49, 2.36, -2.83], [-4.80, 2.40, -1.33], [-4.42, 1.09, -0.65], [-4.17, 3.61, -0.67], [-4.96, 4.62, -0.18], [-4.43, 5.76, 0.42], [-3.05, 5.85, 0.52], [-2.20, 4.86, 0.05], [-0.70, 4.96, 0.17], [-0.13, 5.79, -0.99], [-0.22, 5.50, 1.51], [-2.74, 3.70, -0.60], [-1.98, 2.81, -1.11], [-4.96, 1.49, -3.30], [-3.41, 2.30, -2.98], [-4.85, 3.26, -3.32], [-5.89, 2.52, -1.22], [-3.34, 0.93, -0.69], [-4.92, 0.25, -1.14], [-4.73, 1.09, 0.40], [-6.04, 4.52, -0.26], [-5.07, 6.54, 0.80], [-2.61, 6.73, 1.00], [-0.33, 3.94, 0.05], [-0.49, 6.82, -0.93], [-0.47, 5.38, -1.95], [0.96, 5.80, -0.98], [-0.53, 6.53, 1.67], [0.87, 5.49, 1.55], [-0.60, 4.90, 2.33]], "lowdin_charge": [1.3103, -0.1274, -0.2395, -0.2251, -0.1925, -0.2056, -0.1942, -0.2029, -0.1933, -0.1003, 0.0885, 0.0862, 0.0596, 0.1317, 0.0981, 0.1297, 0.1289, 0.1160, 0.1240, 0.1220, 0.1256, 0.1022, 0.0588, 0.0383, -0.1881, 0.3763, -0.1662, -0.1602, -0.0671, -0.3586, -0.0659, -0.1461, -0.1477, -0.0413, -0.2320, -0.1383, 0.0124, 0.0074, 0.0034, 0.0275, 0.0034, 0.0049, 0.0197, 0.0135, 0.0211, 0.0651, 0.0839, 0.0762, 0.0861, -0.0456, -0.6325, -0.0477, -0.0579, -0.0774, 0.0276, 0.0753, 0.0832, 0.0640, 0.0743, 0.0646, 0.0686, 0.0723, 0.0651, 0.0819, 0.0531, 0.0560, 0.0481, -0.1922, -0.7409, -0.2716, -0.1333, -0.0433, -0.1008, -0.1211, -0.1014, -0.0388, 0.1125, 0.0912, 0.0864, 0.0904, 0.1086, -0.0712, -0.3798, -0.0737, -0.1570, -0.0937, -0.1499, -0.0857, -0.1477, -0.3807, -0.0696, -0.0839, -0.3417, -0.1166, 0.0647, 0.0554, 0.0726, 0.1169, 0.0589, 0.0678, 0.0733, 0.0909, 0.0690, 0.0925, 0.1195, 0.0719, 0.0717, 0.0695, 0.0614, 0.0643, 0.0835]}